The following is a DFT calculation (wB97M-V/def2-TZVPD) of AsF6H20O10 as an isolated structure at a distorted geometry.

Geometry as XYZ:
```
37
Properties=species:S:1:pos:R:3
As -0.12198 0.26286 -0.05306
F 0.05653 2.01478 -0.36593
F 1.21520 -0.19751 -1.14619
F -0.42535 -1.46253 0.29737
F -1.34028 0.58043 1.25093
F -1.42824 0.12616 -1.29511
F 1.16465 0.33078 1.21647
O -2.87967 -2.45673 -0.21318
H -3.24879 -1.78210 0.35678
H -1.94179 -2.26654 -0.23396
O 3.44332 0.07564 2.84315
H 3.89159 0.49229 2.10715
H 2.52030 0.06965 2.58970
O 1.41899 -1.90687 -3.97347
H 1.91223 -1.17311 -4.34027
H 1.62839 -1.89384 -3.03955
O -3.93657 -0.11010 -2.61922
H -3.70704 -0.09276 -3.54833
H -3.15950 -0.46403 -2.18662
O 2.31761 -2.81242 2.01432
H 1.90745 -2.27987 1.33286
H 1.77777 -2.66567 2.79103
O 2.09552 3.67653 0.41772
H 1.41568 3.08202 0.10055
H 2.75509 3.10161 0.80588
O -3.04231 3.40609 -2.46428
H -2.57238 2.70288 -2.01605
H -3.68175 3.71464 -1.82229
O 2.42493 -2.37769 -1.34544
H 3.34601 -2.41214 -1.08727
H 2.16524 -1.47001 -1.18760
O -1.52102 -1.72759 2.84016
H -1.68349 -2.41155 2.19051
H -1.39918 -0.93061 2.32421
O -0.35282 3.45926 2.53553
H -0.52593 3.00273 1.71221
H -0.48859 2.79514 3.21135
```

E_LUMO (alpha / beta): -0.0556 / -0.3227 Ha
2S+1: 2
energy above the lowest of the compared OMol25 structures with the same formula, charge and spin: 101.4 kJ/mol
⟨S²⟩: 0.756

=====

The following is a DFT calculation (wB97M-V/def2-TZVPD) of AsH5IO as an isolated structure at a distorted geometry.

Geometry as XYZ:
```
8
Properties=species:S:1:pos:R:3
O 1.48750 -0.01099 0.52028
As -0.30705 0.26007 0.00775
I -0.73067 -2.45843 0.09421
H 1.96996 -0.35711 -0.22871
H 0.11705 0.06408 -1.47110
H -1.81800 0.39471 -0.36309
H -0.59120 0.29396 1.51850
H -0.12760 1.81372 -0.07785
```

E_LUMO: 0.1315 Ha
total charge: -1

=====

no.,energy (Ha)
1,-3599.27948
2,-2611.66524